A 2-piece molecular cluster, C24H31N4 overall at a distorted geometry. Source: OMol25; level of theory: wB97M-V/def2-TZVPD.

Geometry as XYZ:
```
59
Properties=species:S:1:pos:R:3:forces:R:3
C 1.3954 -0.5012 1.7275 0.6 -0.3 0.4
H 0.5024 -1.0452 1.4181 0.3 0.2 0.1
C 4.2218 -3.0964 1.8827 -0.2 0.0 0.4
H -5.1175 1.9793 0.8517 0.1 0.0 0.2
H -4.0504 -3.2146 1.0277 0.0 0.1 0.1
C 0.0186 1.4989 2.3290 -0.3 -1.0 -1.0
C 2.8720 -2.5805 1.3418 0.0 -0.5 -0.6
C -2.6146 -1.1852 2.5973 0.8 0.7 0.1
H -2.3126 2.7133 2.0354 0.0 -0.2 0.0
C -1.2421 0.8559 2.4505 0.4 0.3 0.3
C -3.7089 -0.3684 2.2771 -0.8 -0.2 -0.2
C 5.9824 0.2738 2.0726 0.4 0.3 0.1
C 5.1056 1.5306 2.3048 0.7 0.7 0.1
N -4.9757 -0.8099 2.1368 0.9 0.2 0.1
H 6.6260 0.0490 2.9356 -0.1 0.0 -0.2
N -0.0374 3.3733 4.6331 -1.3 0.1 0.0
H 6.2458 -2.3949 2.2705 -0.2 -0.1 -0.1
C 1.1812 5.2877 5.3026 -0.2 -0.3 0.6
H -0.0022 2.5743 2.1430 0.0 -0.2 0.3
H 4.1280 -3.2411 2.9661 0.0 0.0 -0.1
C -2.4148 1.6406 2.1902 -0.6 -0.3 -0.1
H -6.5250 0.0990 1.0605 0.1 0.1 0.2
H 2.8497 -2.7049 0.2472 0.0 0.0 0.2
H 0.0670 3.7819 3.7067 0.2 -0.3 0.3
H -6.6038 0.3296 2.8201 0.2 0.0 -0.2
N 1.0162 3.8499 5.4572 1.3 -0.2 0.0
C 5.3938 -2.1532 1.6203 0.2 -0.3 -0.4
H 5.7465 -2.2501 0.5775 -0.1 0.0 0.2
H 0.0057 2.3581 4.5955 0.2 0.3 -0.3
H -4.4648 -4.1091 2.4837 0.1 0.1 -0.1
C -2.8780 -2.6499 2.7564 0.0 -0.6 0.6
H 5.3149 1.9774 3.2842 -0.1 -0.1 -0.2
H 6.6300 0.3694 1.1882 -0.1 0.0 0.2
C -5.3742 -2.1710 2.3579 -0.2 -0.3 0.3
C -3.6413 1.0298 2.1073 1.2 0.2 0.2
C -5.9188 0.2733 1.9600 -0.4 0.3 0.0
H 0.3345 5.8584 5.7133 0.1 0.1 -0.2
H 5.3261 2.2933 1.5471 -0.1 -0.1 0.2
H -2.8931 -2.9004 3.8280 0.0 0.0 -0.2
H 2.0595 -3.2004 1.7367 0.2 0.0 -0.1
C 2.6236 -1.1482 1.6858 -0.6 0.8 0.0
C 1.2763 0.8627 2.1525 -0.1 0.2 -0.2
C -1.3975 -0.5351 2.7702 -0.6 -0.3 -0.3
C -5.0219 1.5318 1.8496 -0.7 0.6 -0.2
H 0.8059 3.5709 6.4114 -0.1 0.4 -0.2
H -0.5426 -1.1035 3.1454 -0.3 0.2 -0.2
C 3.7029 1.0351 2.2017 -1.2 0.1 0.0
H 2.1028 5.5707 5.8220 -0.2 0.1 -0.2
C 2.4747 1.6357 2.3331 0.4 -0.2 -0.2
H 4.4492 -4.0748 1.4494 -0.1 0.2 0.1
H -6.2058 -2.3814 1.6743 0.2 -0.1 0.1
N 5.0216 -0.7897 1.8789 -0.8 0.1 0.0
H -5.7631 -2.2925 3.3857 0.1 0.1 -0.2
C 3.7504 -0.3447 1.9166 0.6 -0.3 0.2
C -4.2002 -3.1158 2.1101 0.2 0.0 -0.3
H 2.3950 2.6927 2.5886 0.0 -0.2 0.0
H -2.0487 -3.2208 2.3223 -0.1 0.0 0.1
H 1.2871 5.5185 4.2372 0.1 0.0 0.2
H -5.3235 2.2939 2.5779 0.1 -0.1 -0.2
```
Forces are in eV/Å.

Output
charge: +1
Kohn-Sham gap: 0.2109 hartree
energy: -1151.90632 a.u.
ΔE to the lowest compared entry with this formula, charge and spin: 0.000 eV

From a Löwdin analysis of the wavefunction, the atomic charges in e read:
1 C 0.044
2 H 0.120
3 C -0.149
4 H 0.128
5 H 0.123
6 C 0.018
7 C -0.127
8 C -0.125
9 H 0.132
10 C -0.197
11 C -0.113
12 C -0.105
13 C -0.075
14 N -0.062
15 H 0.130
16 N -0.032
17 H 0.133
18 C -0.137
19 H 0.113
20 H 0.123
21 C 0.054
22 H 0.130
23 H 0.132
24 H 0.044
25 H 0.132
26 N -0.213
27 C -0.139
28 H 0.137
29 H 0.059
30 H 0.119
31 C -0.124
32 H 0.127
33 H 0.131
34 C -0.139
35 C -0.133
36 C -0.104
37 H 0.076
38 H 0.127
39 H 0.130
40 H 0.121
41 C -0.130
42 C -0.191
43 C 0.043
44 C -0.074
45 H 0.105
46 H 0.127
47 C -0.133
48 H 0.079
49 C 0.054
50 H 0.119
51 H 0.133
52 N -0.063
53 H 0.139
54 C -0.117
55 C -0.148
56 H 0.127
57 H 0.122
58 H 0.070
59 H 0.128